# C13H11N3O3

One molecule with the formula C13H11N3O3 in a non-equilibrium geometry (ωB97M-V/def2-TZVPD, OMol25).

Total energy = -891.83517 Ha
Relative energy (zero: lowest compared OMol25 entry of this formula, charge and spin) = 32.3 kcal/mol
Largest force on an atom = 2.7 eV Å⁻¹
Orbital gap = 0.326 Eh

Geometry (Å):
O: -2.8880 -3.0107 0.3223
O: 1.4440 6.1598 3.5187
O: 0.4243 6.1844 1.5734
N: 1.3512 3.3585 3.5696
C: -2.1880 -2.3829 -0.4282
C: 0.9740 2.1522 3.2199
C: 0.2533 3.4307 1.5824
C: 0.8752 4.1759 2.5392
C: -1.1560 -1.2835 1.4954
C: -1.1529 -0.0707 -0.5780
C: -0.5662 -0.2102 2.1380
C: -0.5855 1.0359 0.0706
C: -1.4714 -1.2535 0.1374
C: -0.3039 1.0165 1.4290
N: 0.3257 2.1109 2.0172
N: 0.9046 5.5973 2.5438
C: -2.9195 -3.9381 -2.4118
C: -1.4236 -4.1904 -2.1785
C: -2.0273 -2.8166 -1.8895
H: 1.2212 1.2665 3.8266
H: -0.2374 3.8196 0.6880
H: -1.3747 -2.1554 2.1734
H: -1.4551 0.0188 -1.5819
H: -0.3670 -0.2642 3.1791
H: -0.3473 1.8956 -0.5365
H: -3.2771 -3.7618 -3.4383
H: -3.6330 -4.3862 -1.7452
H: -0.7952 -4.3363 -3.0695
H: -1.2015 -4.7706 -1.2583
H: -1.8109 -1.9683 -2.5514

---

# C13H12AsMoN4O6S2

C13H12AsMoN4O6S2 as an isolated structure in a non-equilibrium geometry (ωB97M-V/def2-TZVPD, OMol25).

Total energy = -4273.17558 Ha
Spin multiplicity = 3
Relative energy (zero: lowest compared OMol25 entry of this formula, charge and spin) = 39.2 kcal/mol
Net charge = +1
Largest force on an atom = 2.6 eV Å⁻¹
Orbital gap (spin up / spin down) = 0.255 / 0.263 Eh

Geometry (Å):
Mo: 0.1766 -0.0767 0.0382
N: -3.8329 -1.2883 -0.0773
C: -2.7569 -0.5194 0.0652
S: -1.6463 -0.9048 1.3982
N: -2.6068 0.5316 -0.7150
N: -1.4223 1.1574 -0.4007
C: -1.3642 2.4255 -0.2672
C: -0.0992 2.8970 0.3019
C: 0.1776 4.2137 0.5697
C: 1.3870 4.5358 1.1759
C: 2.2753 3.5240 1.4780
C: 1.9308 2.2159 1.1896
N: 0.7582 1.8950 0.6318
H: -3.9595 -2.0995 0.5021
H: -4.4898 -1.1012 -0.8174
H: -2.2164 3.0568 -0.4877
H: -0.5526 4.9702 0.3166
H: 1.6265 5.5643 1.4099
H: 3.2309 3.7308 1.9370
H: 2.6000 1.3995 1.4098
O: 4.0663 -1.7310 -1.0963
As: 2.7668 -0.6195 -1.3032
O: 3.2510 0.9330 -1.3241
O: 1.8410 -0.6463 0.3135
C: 1.9375 -1.1065 -2.9780
C: 2.4221 -0.3998 -4.0629
C: 1.9257 -0.7081 -5.3270
C: 0.9661 -1.6920 -5.4953
C: 0.4616 -2.3887 -4.3996
C: 0.9535 -2.0843 -3.1498
S: 0.3190 -2.7741 -1.6734
O: 1.4865 -2.9614 -0.8457
O: -0.5786 -3.8512 -1.8872
O: -0.4548 -1.5190 -1.1638
H: 4.7940 -1.2943 -0.6251
H: 3.1760 0.3635 -3.9242
H: 2.2978 -0.1664 -6.1860
H: 0.5947 -1.9149 -6.4866
H: -0.2930 -3.1567 -4.5057

---

# C13H12BF2O5RuS6

C13H12BF2O5RuS6 as an isolated structure (ωB97M-V/def2-TZVPD, OMol25).

Total energy = -3587.69708 Ha
Relative energy (zero: lowest compared OMol25 entry of this formula, charge and spin) = 8.3 kcal/mol
Net charge = -1
Largest force on an atom = 0.8 eV Å⁻¹
Orbital gap = 0.223 Eh

Geometry (Å):
Ru: 0.3153 0.3665 0.5900
O: -1.9331 -5.0043 -3.0066
C: -1.5536 -4.0208 -2.4239
S: -2.6321 -2.8246 -1.6875
C: -1.3761 -1.7739 -1.0590
C: -0.0970 -2.1327 -1.2879
S: 1.2841 -1.2595 -0.6875
S: 0.1562 -3.6062 -2.1999
S: -1.8343 -0.3693 -0.1389
F: 2.0310 3.6547 2.9059
B: 1.3772 3.0081 1.9158
F: 0.1405 2.5028 2.2602
O: 1.3246 3.7870 0.6427
S: 1.8004 2.7486 -0.4170
O: 2.7604 3.3285 -1.2953
O: 0.6485 2.0956 -1.0239
S: 2.4183 1.4438 1.0739
C: -2.6649 -6.7490 1.9889
C: -2.2690 -5.3040 2.1150
C: -3.2257 -4.3096 2.2500
C: -2.8754 -2.9717 2.3441
C: -3.9747 -1.9532 2.4520
C: -1.5092 -2.6121 2.2897
C: -1.1768 -1.1898 2.3379
O: -0.0023 -0.7282 2.3386
C: -0.5183 -3.6162 2.1701
C: 0.9528 -3.3348 2.1373
C: -0.9306 -4.9395 2.0871
H: -3.7401 -6.8770 2.1093
H: -2.1604 -7.3604 2.7394
H: -2.3860 -7.1387 1.0080
H: -4.2757 -4.5807 2.2695
H: -4.9436 -2.4513 2.4537
H: -3.9331 -1.2653 1.6051
H: -3.9018 -1.3600 3.3656
H: -2.0006 -0.5245 2.5994
H: 1.2036 -2.6784 1.3051
H: 1.5004 -4.2715 2.0252
H: 1.2874 -2.8327 3.0455
H: -0.1752 -5.7114 1.9855

---

# C13H12Br4IIrN2O8P2

C13H12Br4IIrN2O8P2 as an isolated structure in a non-equilibrium geometry (ωB97M-V/def2-TZVPD, OMol25).

Total energy = -12595.02394 Ha
Relative energy (zero: lowest compared OMol25 entry of this formula, charge and spin) = 38.4 kcal/mol
Largest force on an atom = 2.0 eV Å⁻¹
Orbital gap (spin up / spin down) = 0.255 / 0.254 Eh

Geometry (Å):
Ir: 0.1128 0.8755 0.4758
N: 1.8403 -3.2722 -0.3208
C: 0.4697 -2.6265 -0.1515
C: -0.6075 -3.6836 -0.3355
P: 0.5829 -2.0391 1.6363
O: -0.8599 -2.2618 2.2255
O: 1.5862 -2.9754 2.2117
O: 0.9501 -0.5525 1.6795
P: 0.3596 -1.2850 -1.3981
O: 0.6541 -2.1368 -2.7444
O: -0.9985 -0.7441 -1.6191
O: 1.4458 -0.3271 -0.9155
H: 2.1127 -3.5252 0.6685
H: 2.5164 -2.5921 -0.6741
H: 1.8011 -4.0714 -0.9495
H: -0.5698 -4.4371 0.4530
H: -0.5112 -4.1622 -1.3126
H: -1.5811 -3.1972 -0.2944
H: -1.4521 -1.5324 1.9254
H: 0.0984 -1.7667 -3.4424
Br: -6.0172 3.6252 -0.8224
C: -4.6656 2.4388 -0.2643
C: -4.9665 1.1063 0.0386
Br: -6.7346 0.4754 -0.0978
C: -3.9615 0.2307 0.4389
Br: -4.2697 -1.5723 0.8818
C: -2.6490 0.6763 0.5220
O: -1.6299 -0.0600 0.9185
C: -2.3591 2.0087 0.2250
O: -1.0589 2.3629 0.3627
C: -3.3516 2.8926 -0.1586
Br: -2.8441 4.6614 -0.5449
I: 0.8769 3.1245 -2.2159
C: 2.2613 2.6806 -0.7309
C: 3.5665 3.1222 -0.8980
C: 4.5022 2.8356 0.0773
C: 4.1030 2.1280 1.2006
C: 2.7923 1.7182 1.2940
N: 1.8771 1.9842 0.3442
H: 3.8276 3.6742 -1.7879
H: 5.5271 3.1616 -0.0399
H: 4.7904 1.8843 1.9973
H: 2.4333 1.1533 2.1423

---

# C13H12BrClO3

One molecule with the formula C13H12BrClO3 in a non-equilibrium geometry (ωB97M-V/def2-TZVPD, OMol25).

Total energy = -3762.48750 Ha
Largest force on an atom = 4.1 eV Å⁻¹
Orbital gap = 0.315 Eh

Geometry (Å):
O: 2.0700 -2.3056 1.7427
Cl: -1.7795 -0.5609 -2.2049
Br: -1.5927 5.4504 -0.2980
O: 0.1684 -1.1465 1.2576
O: -1.8845 -0.0830 0.6120
C: 1.2367 -1.9147 0.9366
C: -0.7638 -0.8073 0.2820
C: -0.6022 -1.0875 -1.0402
C: 3.0559 -2.9626 -2.2876
C: 2.0602 -2.6515 -3.2200
C: 2.7436 -2.8200 -0.9196
C: 0.8318 -2.1015 -2.8209
C: 1.5119 -2.2599 -0.4859
C: 0.5813 -1.8600 -1.4591
C: -1.0658 4.2524 1.2110
C: -1.9718 0.5396 1.9075
C: -1.6988 2.8812 1.0894
C: -1.1530 1.8026 2.0475
H: 3.9884 -3.3344 -2.6464
H: 2.2649 -2.7959 -4.2815
H: 3.4746 -3.1224 -0.2141
H: 0.1384 -1.8507 -3.5561
H: -1.4246 4.6888 2.1367
H: 0.0079 4.1789 1.2780
H: -3.0212 0.7590 2.1411
H: -1.5704 -0.1954 2.6136
H: -1.5120 2.5018 0.0511
H: -2.7724 3.0271 1.2536
H: -1.2341 2.2057 3.0786
H: -0.0870 1.5723 1.7952

---

# C13H12Cl2N2O3S

One molecule with the formula C13H12Cl2N2O3S in a non-equilibrium geometry (ωB97M-V/def2-TZVPD, OMol25).

Total energy = -2156.38579 Ha
Relative energy (zero: lowest compared OMol25 entry of this formula, charge and spin) = 0.0 kcal/mol
Largest force on an atom = 1.3 eV Å⁻¹
Orbital gap = 0.340 Eh

Geometry (Å):
C: 3.4544 1.8699 -2.9807
C: 2.0352 1.7312 -3.5193
H: 1.3577 2.4417 -3.0328
H: 2.0232 1.9194 -4.5959
O: 1.5378 0.4068 -3.4011
C: 1.1797 -0.0709 -2.1968
C: 1.0841 0.6670 -1.0198
C: 0.7094 0.0462 0.1554
C: 0.4110 -1.2981 0.2177
C: 0.4774 -2.0439 -0.9496
C: 0.8541 -1.4394 -2.1350
Cl: 0.9442 -2.3632 -3.5808
H: 0.2452 -3.0967 -0.9445
H: 0.1430 -1.7506 1.1572
S: 0.5943 1.0670 1.6197
O: 1.1433 0.3768 2.7428
O: 1.0566 2.3837 1.3099
N: -1.0677 1.2211 1.8419
C: -1.9223 0.1967 2.1974
N: -3.1286 0.2292 1.6405
C: -4.0085 -0.7010 1.9642
C: -3.7184 -1.7232 2.8537
C: -2.4565 -1.7661 3.4401
C: -1.5398 -0.7888 3.1135
H: -0.5540 -0.7626 3.5467
H: -2.2081 -2.5461 4.1431
Cl: -4.9008 -2.9204 3.2328
H: -4.9759 -0.6230 1.4889
H: -1.4899 1.9009 1.2267
H: 1.3042 1.7207 -0.9754
H: 4.1077 1.1562 -3.4764
H: 3.8191 2.8744 -3.1745
H: 3.4886 1.6852 -1.9099

---

# C13H12F4NO4S

An isolated ion of composition C13H12F4NO4S and charge +1 in a non-equilibrium geometry (ωB97M-V/def2-TZVPD, OMol25).

Total energy = -1655.27125 Ha
Net charge = +1
Largest force on an atom = 7.1 eV Å⁻¹
Orbital gap = 0.260 Eh

Geometry (Å):
C: 1.0343 3.1326 1.0627
C: 0.1751 2.9965 -0.2895
F: 1.0914 3.1508 -1.3977
C: -0.6479 1.6285 -0.4244
C: -2.2185 1.6658 -0.4822
C: -3.0450 0.3171 -0.6166
C: -4.6709 0.3161 -0.6323
O: -5.1112 -0.9317 -0.0154
O: -4.8400 -0.8976 1.3218
C: -2.3722 -1.0882 -0.7406
C: -0.8167 -1.1382 -0.6823
C: -0.0828 -2.5321 -0.7941
C: 1.4539 -2.5219 -0.6857
N: 2.1550 -1.2572 -0.4898
S: 3.9046 -1.3709 -0.3274
O: 4.5101 -0.0270 -0.6493
O: 4.4591 -2.4862 -1.1675
C: 4.1732 -1.7021 1.5193
F: 3.8426 -0.5093 2.1987
F: 5.4538 -2.2038 1.7942
F: 3.2003 -2.6791 1.9372
C: 1.5531 0.0523 -0.4163
C: 0.0049 0.2099 -0.5080
H: 2.1466 3.0014 0.7793
H: 0.8017 2.2700 1.7945
H: 0.8346 4.1691 1.5337
H: -0.5589 3.8692 -0.3351
H: -2.8231 2.6294 -0.4197
H: -4.9864 1.1666 0.0786
H: -5.0790 0.4585 -1.6886
H: -4.1589 -1.6009 1.5080
H: -2.9410 -2.0730 -0.8335
H: -0.6623 -3.5103 -0.9309
H: 2.0474 -3.5116 -0.7304
H: 2.1729 1.0074 -0.2709

---

# C13H12FN

One molecule with the formula C13H12FN in a non-equilibrium geometry (ωB97M-V/def2-TZVPD, OMol25).

Total energy = -657.07559 Ha
Relative energy (zero: lowest compared OMol25 entry of this formula, charge and spin) = 43.2 kcal/mol
Largest force on an atom = 3.9 eV Å⁻¹
Orbital gap = 0.301 Eh

Geometry (Å):
C: 0.6506 -0.9000 2.6175
C: -2.3382 -1.0708 -2.3579
C: 1.1643 -1.0592 1.4185
C: -0.1786 0.2668 2.9284
C: -1.1062 -0.5936 -2.9014
C: -2.4038 -1.3411 -0.9475
C: 1.0855 -0.0871 0.3412
C: -0.1118 1.3100 2.0698
C: 0.0422 -0.6435 -2.0932
C: -1.2725 -0.9860 -0.1342
C: 0.6147 1.3177 0.8496
C: -0.0031 -0.6132 -0.7185
C: 0.9515 2.4756 0.3212
N: 1.6931 2.6398 -0.8704
F: 0.5636 3.7268 0.8161
H: 0.7034 -1.6100 3.4975
H: -3.2243 -0.8863 -2.9922
H: 1.8715 -1.7874 1.2687
H: -0.7444 0.5082 3.7725
H: -1.0102 -0.6313 -4.0031
H: -3.4296 -1.7742 -0.4864
H: 2.1829 0.0448 -0.1869
H: -0.5441 2.2013 2.4075
H: 0.9418 -0.4090 -2.6246
H: -1.4556 -1.1729 0.8979
H: 2.3010 3.4699 -0.8238
H: 1.9420 1.8487 -1.5757

---

# C13H12N4S

One molecule with the formula C13H12N4S in a non-equilibrium geometry (ωB97M-V/def2-TZVPD, OMol25).

Total energy = -1119.82301 Ha
Relative energy (zero: lowest compared OMol25 entry of this formula, charge and spin) = 3.4 kcal/mol
Largest force on an atom = 1.1 eV Å⁻¹
Orbital gap = 0.323 Eh

Geometry (Å):
C: 1.8793 2.5712 -1.0844
N: 1.5907 1.3927 -0.3198
C: 0.4798 1.1385 0.4348
N: 0.4860 -0.0201 1.0361
C: 1.6708 -0.6010 0.6659
C: 2.2509 -1.8249 0.9634
C: 3.4894 -2.0665 0.3915
C: 4.0912 -1.1155 -0.4313
N: 3.5604 0.0596 -0.7353
C: 2.3798 0.2822 -0.1873
H: 5.0581 -1.3062 -0.8760
H: 4.0001 -2.9983 0.5790
H: 1.7605 -2.5431 1.6012
S: -0.8009 2.3010 0.5463
C: -2.0226 1.2768 1.4495
C: -2.5549 0.1910 0.5766
C: -3.2928 0.4847 -0.5651
C: -3.7522 -0.5538 -1.3560
C: -3.4482 -1.8522 -0.9739
N: -2.7454 -2.1428 0.1068
C: -2.3085 -1.1500 0.8584
H: -1.7282 -1.4324 1.7256
H: -3.7784 -2.7006 -1.5589
H: -4.3274 -0.3602 -2.2482
H: -3.4933 1.5145 -0.8289
H: -2.8025 1.9792 1.7454
H: -1.5130 0.8760 2.3233
H: 2.8262 2.4070 -1.5948
H: 1.9573 3.4417 -0.4296
H: 1.0876 2.7517 -1.8143

---

# C13H13AsBr2F6N2O4SeV

C13H13AsBr2F6N2O4SeV as an isolated structure (ωB97M-V/def2-TZVPD, OMol25).

Total energy = -12242.16866 Ha
Spin multiplicity = 4
Relative energy (zero: lowest compared OMol25 entry of this formula, charge and spin) = 0.0 kcal/mol
Largest force on an atom = 0.4 eV Å⁻¹
Orbital gap (spin up / spin down) = 0.312 / 0.219 Eh

Geometry (Å):
V: 0.8630 -0.5757 0.7125
C: -0.8221 2.0681 0.1669
N: -0.8357 0.5938 0.2394
C: -1.9200 -0.0526 0.0108
C: -1.8561 -1.4826 0.0898
C: -2.8504 -2.4990 -0.1043
C: -2.2040 -3.6756 0.0816
C: -0.8111 -3.3407 0.3845
N: -0.6288 -2.0432 0.3725
C: -1.4022 2.5982 -1.1211
C: -2.3600 3.6013 -1.0933
C: -2.8688 4.1185 -2.2780
C: -2.4239 3.6257 -3.4939
C: -1.4649 2.6205 -3.5245
C: -0.9496 2.1095 -2.3440
H: 0.2086 2.3890 0.3012
H: -1.3990 2.4356 1.0192
H: -2.8494 0.4507 -0.2443
H: -3.8891 -2.3390 -0.3410
H: -2.6097 -4.6728 0.0281
H: 0.0008 -4.0184 0.6104
H: -2.7083 3.9859 -0.1405
H: -3.6124 4.9043 -2.2475
H: -2.8178 4.0281 -4.4180
H: -1.1016 2.2451 -4.4722
H: -0.1738 1.3532 -2.3689
Br: 4.9915 -1.6984 1.9688
C: 5.0673 -2.5145 0.2370
Br: 3.3753 -3.2432 -0.3653
H: 5.7666 -3.3373 0.2827
H: 5.3470 -1.7577 -0.4822
O: 2.2786 0.8195 0.9204
Se: 2.7466 0.7936 -0.7012
O: 4.1877 0.1598 -0.9534
O: 1.5044 -0.4172 -1.0119
O: 2.3159 2.1291 -1.4648
F: 1.5978 -1.7971 2.1604
As: 0.8534 -1.3486 3.8010
F: -0.1725 -0.3911 2.6530
F: 1.9121 -0.0150 3.8406
F: -0.0336 -0.8132 5.1377
F: 1.9628 -2.3315 4.6126
F: -0.2147 -2.6649 3.5388

---

# C13H13AuN8S3

C13H13AuN8S3 as an isolated structure (ωB97M-V/def2-TZVPD, OMol25).

Total energy = -2271.00072 Ha
Relative energy (zero: lowest compared OMol25 entry of this formula, charge and spin) = 0.0 kcal/mol
Net charge = +2
Largest force on an atom = 0.1 eV Å⁻¹
Orbital gap = 0.227 Eh

Geometry (Å):
Au: -0.5075 -0.4664 -0.7464
N: -0.3514 -4.2641 -2.7134
C: -0.1872 -3.0520 -2.2013
S: -1.5252 -2.4515 -1.1968
N: 0.9210 -2.4013 -2.4481
N: 0.9629 -1.1772 -1.8838
C: 1.9603 -0.3852 -2.0614
C: 1.9158 0.9219 -1.4157
C: 2.9375 1.8443 -1.5008
C: 2.7966 3.0609 -0.8390
C: 1.6470 3.3116 -0.1125
C: 0.6558 2.3418 -0.0654
N: 0.7900 1.1853 -0.7058
H: -1.1797 -4.8081 -2.5392
H: 0.3719 -4.6589 -3.2953
H: 2.7903 -0.7059 -2.6797
H: 3.8270 1.6167 -2.0719
H: 3.5828 3.8016 -0.8943
H: 1.5047 4.2441 0.4142
H: -0.2600 2.4871 0.4923
N: 2.1495 -1.7682 2.2321
C: 1.0647 -1.0495 2.6086
N: 0.1101 -0.6934 1.7876
C: -0.8495 0.0475 2.4523
C: -0.6108 0.2740 3.7635
S: 0.8603 -0.4839 4.2303
C: -2.0278 0.4888 1.7020
C: -3.1428 1.0647 2.1847
S: -4.2947 1.3710 0.9355
C: -3.2227 0.7067 -0.2241
N: -2.0756 0.3012 0.3101
N: -3.5157 0.6292 -1.5271
H: 2.0711 -2.3219 1.3961
H: 2.7749 -2.1231 2.9354
H: -1.2002 0.8229 4.4788
H: -3.3766 1.3048 3.2081
H: -4.4249 0.9029 -1.8615
H: -2.9421 0.0816 -2.1481

---

# C13H13BF4LuN4O4

C13H13BF4LuN4O4 as an isolated structure in a non-equilibrium geometry (ωB97M-V/def2-TZVPD, OMol25).

Total energy = -2683.62017 Ha
Relative energy (zero: lowest compared OMol25 entry of this formula, charge and spin) = 11.5 kcal/mol
Net charge = -1
Largest force on an atom = 1.4 eV Å⁻¹
Orbital gap = 0.288 Eh

Geometry (Å):
Lu: 0.6276 -0.7692 0.4730
N: 2.2077 -1.5110 -1.4565
C: 1.6594 -2.7631 -2.0053
C: 1.1477 -3.6393 -0.8499
O: 1.4776 -4.8276 -0.7965
N: 0.3755 -2.9575 -0.0022
C: -0.0709 -3.7098 1.1720
C: -0.4022 -2.7395 2.3124
O: -1.2899 -3.0094 3.1152
O: 0.3068 -1.6599 2.3257
H: 2.3843 -0.8429 -2.1942
H: 3.0975 -1.7066 -1.0103
H: 2.3887 -3.3384 -2.5793
H: 0.8157 -2.5133 -2.6504
H: 0.7185 -4.3915 1.5049
H: -0.9525 -4.3136 0.9497
O: -0.0887 0.2656 -1.2225
C: -0.4404 1.4925 -1.4275
C: -0.0699 2.1576 -2.6217
C: -0.4103 3.4660 -2.8708
C: -1.1546 4.1925 -1.9412
C: -1.5502 3.5685 -0.7774
C: -1.2299 2.2356 -0.5020
C: -1.7168 1.5924 0.7092
N: -1.3946 0.3863 1.1594
C: -2.1004 0.1794 2.3237
C: -2.8768 1.2623 2.5758
N: -2.6230 2.1505 1.5518
H: 0.5188 1.5949 -3.3365
H: -0.0985 3.9386 -3.7950
H: -1.4092 5.2291 -2.1206
H: -2.1215 4.1431 -0.0555
H: -1.9897 -0.7327 2.8904
H: -3.5566 1.4911 3.3769
H: -3.0490 3.0494 1.4391
F: 2.4626 0.9183 -0.0810
B: 2.6213 0.6421 1.2988
F: 1.3649 0.9588 1.8807
F: 3.6643 1.2918 1.8754
F: 2.7568 -0.7811 1.3623

---

- What is the formula in the ninth record?
  C13H12N4S